# 1
Computed, not measured: a molecular structure, C59H43CoF3O2P2S in a non-equilibrium geometry, with ωB97M-V/def2-TZVPD.

Geometry as XYZ:
```
111
Properties=species:S:1:pos:R:3:forces:R:3:lowdin_charge:R:1
C 1.329064 -2.036566 -4.404884 0.1 -0.2 -0.2 -0.072
C 3.154455 -2.394501 0.948570 -0.1 0.1 0.0 -0.074
C 1.432541 0.915118 2.818259 -0.1 0.0 -0.1 -0.340
H -2.613523 2.699446 -1.340532 -0.1 0.0 0.1 0.103
H -4.756283 -3.100934 2.774923 -0.1 0.0 0.0 0.115
C 1.537285 3.407905 4.036332 -0.1 0.0 0.1 -0.077
C -3.423396 0.571493 -2.999899 0.9 -0.5 0.8 -0.064
Co 0.158118 -0.071270 -0.048624 -0.5 -0.2 0.5 -0.038
H 1.106335 -1.747036 -2.290527 0.1 0.0 0.0 0.079
C -0.782657 2.197372 -2.341757 -0.1 -0.1 0.0 -0.326
C 0.966095 -1.822732 4.243632 -0.3 -0.1 -0.9 -0.059
C -2.519770 -0.186271 -2.244674 -0.7 0.8 -0.7 -0.258
C -1.731739 3.081852 -1.834410 0.1 -0.1 -0.1 -0.108
C 2.461768 3.074843 3.061024 0.0 0.0 0.0 -0.073
C 3.885816 -0.981931 2.753699 0.0 0.0 -0.1 -0.102
H -2.182295 -2.455598 6.983736 0.0 -0.1 0.0 0.121
H -4.143351 -2.732608 5.735306 0.0 -0.1 0.0 0.121
H 3.103867 1.574209 1.665298 0.1 0.1 -0.1 0.103
C -1.692436 -2.231632 1.566942 -0.7 0.0 -0.7 -0.244
H 3.883603 5.583501 0.139236 0.0 0.1 0.0 0.119
C -2.375723 1.027925 1.180481 -0.2 0.6 0.1 -0.050
C 4.044054 4.719212 -0.486989 0.3 0.1 -0.1 -0.004
C -3.044565 -2.529000 1.613540 0.7 0.2 -0.3 -0.050
C 5.299007 -2.753465 1.966888 0.0 0.0 0.0 -0.087
C -5.891066 -3.448049 -2.894666 -0.2 -0.2 0.0 -0.100
H -1.154328 0.882417 -4.795369 0.0 0.1 0.0 0.107
H -6.314383 -2.097523 -4.572351 0.0 0.0 0.0 0.121
O -0.413805 2.378490 0.922086 -0.2 0.8 0.2 0.021
H 1.979505 -1.471338 4.370661 0.0 0.1 0.0 0.103
C -0.065848 -0.352559 -3.418771 -0.3 0.1 -0.2 -0.323
C 0.962231 -1.603617 -5.667990 0.0 0.0 0.0 -0.085
C -1.609236 -2.609970 3.925449 0.1 0.0 -0.2 -0.082
C -0.938700 1.304063 0.788585 -0.1 -0.3 -0.1 -0.507
H 5.816774 -1.405043 3.551887 0.1 0.0 0.0 0.102
H 2.401577 -2.671346 0.224056 -0.1 0.0 0.0 0.081
C -2.041935 -3.185734 6.183013 0.0 -0.1 0.2 -0.101
H -2.911632 1.968857 1.314790 -0.1 0.1 0.1 0.081
H -2.306439 5.124209 -1.603883 -0.1 0.1 0.1 0.103
C 4.339348 -3.102145 1.030200 0.1 -0.1 0.0 -0.074
P 1.246200 -0.598196 1.828167 0.9 -0.5 0.7 1.066
H -7.096305 -1.619241 -3.072718 0.0 0.0 -0.1 0.120
C -3.338747 -3.366315 5.356370 -0.2 -0.1 0.1 -0.099
C 4.484699 2.499399 -2.110829 0.0 0.0 0.0 -0.012
F 5.874285 6.637355 -2.438377 -0.1 0.0 -0.2 0.128
H -3.625961 -2.511971 0.705540 0.0 0.0 -0.1 0.104
H -1.882117 -4.514360 -0.576756 0.0 -0.1 0.2 0.119
C 0.066368 -0.553462 -5.808718 0.0 0.0 -0.2 -0.080
C -1.549164 4.444927 -1.964616 0.0 0.2 0.0 -0.075
O 0.139832 -3.195062 -0.000180 0.7 -0.8 -0.1 -0.429
C -4.071988 -2.007962 -2.416159 0.2 0.0 0.2 -0.083
H -3.136601 1.571950 -3.289599 0.0 0.0 0.0 0.095
C -4.985121 -1.218644 -3.133021 0.2 0.5 -0.1 -0.147
H -1.725202 -4.122079 6.647349 0.0 0.0 0.0 0.121
C 2.912814 -1.339199 1.824004 -0.1 0.1 0.2 -0.315
C -1.017966 -2.704343 5.195933 0.4 0.2 -0.1 -0.145
H 6.221846 -3.309922 2.035698 0.1 -0.1 0.0 0.100
H 1.368668 -2.084457 -6.545224 0.0 -0.1 -0.1 0.100
C -4.658638 0.088729 -3.417311 -0.7 -0.7 -0.1 -0.007
H -5.908251 -4.224783 -3.660164 0.0 0.0 0.0 0.121
C -0.937761 -2.167561 2.765619 0.2 0.1 0.6 -0.138
S -0.802795 -2.077024 -0.019307 -1.2 -0.5 0.3 0.880
C 0.377933 -1.688598 2.984353 0.6 0.0 0.9 -0.260
C 0.571386 4.068112 -3.018080 0.0 0.1 0.0 -0.070
C -0.390988 4.942015 -2.539731 0.0 0.0 0.0 -0.078
C 3.411422 2.518306 -1.220371 0.1 0.3 0.1 -0.250
C -2.524652 -3.825630 -1.104731 0.6 0.8 0.0 -0.061
H -2.370321 0.480413 2.121825 0.0 -0.1 0.1 0.070
C 3.179112 3.649165 -0.429095 0.1 0.0 -0.1 -0.021
H -0.166682 2.758973 5.158476 -0.1 0.0 0.1 0.103
H -0.231935 6.007678 -2.606792 0.0 0.1 0.0 0.101
F 7.388575 5.401813 -1.548268 0.0 -0.2 0.0 0.130
H -0.263844 0.548456 4.079666 -0.1 0.0 0.0 0.105
C -2.845532 -1.533411 -1.901697 -0.5 0.4 -0.3 -0.135
H 4.637553 1.639291 -2.744012 0.0 -0.1 0.0 0.118
H 2.018743 -2.860113 -4.294816 0.1 -0.1 0.0 0.104
C 0.505875 1.255389 3.798489 0.1 -0.1 -0.1 -0.086
C 1.767325 0.505205 -0.862246 0.8 0.5 -0.4 -0.114
C -4.528682 -3.330591 -2.274069 0.3 -0.2 0.2 -0.140
C -3.723795 -4.262499 -1.659801 -0.6 0.1 -0.4 -0.004
F 6.089841 6.579001 -0.301508 -0.2 0.0 0.2 0.131
H 4.510206 -3.941587 0.372397 0.0 0.0 -0.1 0.103
H 1.112583 2.020371 -3.326305 0.1 0.0 0.0 0.104
P -0.844439 0.426920 -1.967462 0.2 0.1 -0.9 1.041
C 0.300620 -2.344606 5.348229 -0.6 -0.4 0.4 -0.001
H -5.319922 0.728848 -3.982975 -0.1 0.0 -0.1 0.116
H -4.013763 -5.298005 -1.567551 0.0 -0.1 0.0 0.118
C -0.451672 0.066919 -4.690733 0.1 -0.1 0.1 -0.087
H 6.200915 3.553146 -2.832758 0.1 0.0 -0.1 0.121
H 0.807099 -2.420133 6.298967 0.0 0.0 0.1 0.117
H -0.231043 -0.223755 -6.793709 0.0 0.0 -0.1 0.102
C 2.537639 1.424803 -1.067109 0.1 -0.5 -0.1 -0.110
H 3.716269 -0.154221 3.427454 0.0 0.0 0.1 0.099
C -2.119265 -2.495322 -1.162805 0.2 -0.7 0.5 -0.291
C 6.113117 5.806093 -1.399014 0.1 0.3 -0.1 -0.587
C -6.183881 -2.050298 -3.489554 -0.2 0.1 -0.1 -0.102
H 2.320943 3.658931 0.225936 -0.1 0.0 0.0 0.113
C -3.699762 -2.882173 2.797908 0.0 -0.1 0.8 -0.002
C 5.142782 4.668756 -1.339776 0.1 0.0 0.0 -0.132
H 1.565548 4.382490 4.500829 0.0 0.1 0.1 0.102
H -2.883502 0.417471 0.435508 0.0 -0.1 0.0 0.055
C -2.965584 -2.972404 3.955776 -0.2 0.1 -0.5 -0.143
H 3.219674 3.786822 2.770818 0.1 0.1 -0.1 0.103
C 5.074227 -1.684848 2.818802 0.1 0.0 0.1 -0.081
H -6.633965 -3.718705 -2.140965 0.0 -0.1 0.0 0.122
H 1.485175 4.451942 -3.447879 0.1 0.0 -0.1 0.108
C 5.351743 3.569799 -2.166489 0.0 0.2 0.2 -0.012
C 2.406150 1.837660 2.447023 -0.1 -0.1 0.0 -0.102
C 0.814914 -1.417273 -3.279485 -0.1 0.2 0.2 -0.080
H -3.695591 -4.397815 5.389323 0.0 0.0 0.0 0.121
C 0.563039 2.495827 4.406493 -0.1 0.1 0.0 -0.074
C 0.371982 2.703551 -2.937459 -0.1 -0.2 -0.1 -0.089
```
Forces are in eV/Å.

Summary:
spin multiplicity	4
relative energy (zero: lowest compared OMol25 entry of this formula, charge and spin)	0.085	eV
E	-141166.086	eV



# 2
Computed, not measured: a molecular structure, C59H46BrLaN7O4P in a non-equilibrium geometry, with ωB97M-V/def2-TZVPD.

Geometry as XYZ:
```
119
Properties=species:S:1:pos:R:3:forces:R:3:lowdin_charge:R:1
P -1.542641 -0.204015 1.496814 0.3 0.0 -0.1 1.178
C 1.491328 -3.646967 -1.251014 -0.1 -0.1 -0.2 -0.579
C -3.780992 -5.634222 0.231453 0.0 0.0 0.0 -0.010
C -5.685828 -4.170859 0.135934 0.0 0.0 0.0 -0.055
H 6.702677 0.048571 2.262012 0.0 0.0 0.0 0.100
C -1.487754 4.123342 -4.712885 0.0 0.0 0.0 -0.077
C 5.975429 -0.544933 1.721023 0.0 0.0 0.0 -0.078
H -3.455854 -3.056497 2.731446 0.0 0.0 0.0 0.104
C -2.735424 -5.217916 -4.819267 0.0 0.0 0.0 -0.085
H 5.733265 -2.708467 -0.869028 0.0 0.0 0.0 0.112
Br -0.690185 -1.066416 -4.092526 -0.3 0.0 -0.8 0.013
H -3.620849 2.341710 1.787326 0.0 0.0 0.0 0.097
H -3.007705 2.877020 -3.841764 0.0 0.0 0.0 0.103
C 4.636202 -0.484654 2.074475 0.0 0.0 0.0 -0.034
H -4.207299 -7.707768 0.566078 0.0 0.0 0.0 0.106
O 0.727334 -3.291870 -0.331076 0.1 0.0 -0.1 -0.137
H -4.706982 -3.803152 -2.470762 0.1 0.0 0.0 0.108
C -4.306160 -4.353789 0.076882 0.1 0.0 0.0 -0.192
C 3.200677 3.788716 -2.185305 -0.1 0.0 -0.1 -0.125
C -1.206726 7.629517 1.969654 0.0 0.0 0.0 -0.081
H 4.092021 2.647180 -3.893102 0.0 0.0 0.0 0.150
C -2.212022 5.637789 1.070095 0.0 0.0 0.0 -0.048
C 5.434505 -2.095253 -0.028035 0.0 0.0 0.0 -0.058
C 3.119243 2.838695 -3.452154 -0.1 0.1 0.1 -0.112
N 1.212232 1.364389 -3.012233 0.1 0.2 -0.2 0.057
H 0.871396 7.470307 2.491147 0.0 0.0 0.0 0.107
C -2.665500 2.612356 2.232891 0.1 0.0 -0.1 -0.024
H -1.341808 -1.438344 4.027681 0.0 0.0 0.0 0.062
C -2.313993 6.967042 1.455107 0.0 0.0 0.0 -0.075
C 2.239603 3.869247 -4.179858 0.0 0.1 0.1 -0.120
C 6.378264 -1.353416 0.666155 0.0 0.0 0.0 -0.080
C -0.847849 3.553972 0.764837 0.0 0.0 0.1 -0.120
H -0.594496 -5.041470 -4.882526 0.0 0.0 0.0 0.111
H 4.700117 -2.650180 7.464293 0.0 0.0 0.0 0.103
H -2.475636 1.959796 3.080064 0.0 -0.1 0.0 0.067
C 2.470094 1.558185 -3.064084 0.1 0.2 0.1 -0.164
C 3.405650 -2.807480 4.337051 0.0 0.0 0.0 -0.013
H 4.217266 3.944682 -1.825768 0.0 0.0 0.0 0.145
C -3.795271 -4.100367 -2.975038 -0.1 0.1 0.0 -0.032
C 2.299094 3.277791 -1.095104 0.1 -0.1 -0.1 0.020
C 1.400034 5.634268 -2.444654 0.1 0.0 -0.1 -0.043
N -1.587888 2.509101 1.251273 -0.1 0.0 0.1 -0.058
H 0.065209 -1.770109 5.043656 0.0 0.0 0.0 0.095
O 4.608300 0.666376 -2.618894 0.1 -0.1 0.0 0.087
C 0.658043 5.038010 -1.518633 0.0 -0.1 0.2 -0.017
N 1.178762 -0.851266 1.043083 0.2 0.0 0.5 0.045
H 2.592163 4.164681 -5.167841 0.0 0.0 0.0 0.146
C -3.379475 -3.221716 -0.153421 0.0 0.0 0.2 -0.128
C 0.139788 -0.785230 1.855495 0.1 0.0 0.2 -0.431
H -2.717139 3.636060 2.584875 0.0 0.1 0.0 0.082
C -3.822282 -2.247483 2.098985 0.1 -0.1 -0.1 -0.022
H -4.859433 -5.157759 -4.499044 0.0 0.0 0.0 0.100
La 0.683555 -0.904834 -1.630108 -1.2 0.3 0.4 1.762
C 4.146765 -3.163465 5.453675 0.0 0.0 0.0 -0.068
C -2.556742 -3.694407 -2.473114 0.0 0.0 0.0 -0.172
C 1.866177 -1.279647 3.138371 -0.1 0.0 0.1 -0.117
H -3.256453 7.489676 1.339904 0.1 0.0 0.0 0.105
H -2.187773 4.801681 -5.185523 0.0 0.0 0.0 0.101
H -0.248124 5.510178 -1.159533 0.0 0.0 0.0 0.110
C 4.097422 -2.038500 0.332786 0.0 0.0 0.0 -0.028
H 3.375410 -2.613742 -0.224195 0.0 0.0 0.0 0.083
C -0.124584 4.334848 -4.833682 0.0 0.0 0.0 -0.039
C 2.267263 -1.154919 1.828938 0.2 0.0 -0.1 -0.152
H -6.101085 -3.180686 -0.020878 0.0 0.0 0.0 0.120
H 3.319486 5.631170 -3.404353 0.1 0.0 0.0 0.139
C -1.945717 3.048551 -3.963312 0.0 0.0 0.0 -0.071
C 4.124831 -2.367294 6.591337 0.0 0.0 0.0 -0.085
C -6.528614 -5.250102 0.361730 0.0 0.0 0.0 -0.076
H 4.744349 -4.066643 5.435479 0.0 0.0 0.0 0.106
C -1.039606 2.167195 -3.399205 0.0 0.0 0.0 -0.084
C 0.002188 6.956598 2.097494 0.0 0.0 0.0 -0.067
N -3.147715 -2.269915 0.803386 -0.2 0.1 0.0 -0.056
H -3.645833 -1.297927 2.589087 0.0 0.1 0.0 0.044
H -4.890229 -2.380434 1.959458 0.0 0.0 0.0 0.083
H 3.359453 -0.567715 7.480199 0.0 0.0 0.0 0.103
C 3.367624 -1.203318 6.603305 0.0 0.0 -0.1 -0.079
C -1.502483 -4.800753 -4.343169 0.0 0.0 0.0 -0.073
H 1.045886 5.099318 1.810883 0.0 0.0 0.0 0.126
N -0.097453 1.633241 -0.140413 0.0 0.2 0.1 0.104
H -0.453857 -0.101403 4.771686 0.0 0.0 0.0 0.093
C -2.160516 -1.446498 0.327734 -0.1 -0.2 0.2 -0.433
H -0.448488 -3.719007 -2.854697 0.1 0.0 0.1 0.047
H -1.396213 1.302398 -2.862757 0.0 0.0 0.0 0.037
N -1.751822 -1.848094 -0.865510 -0.6 0.0 0.1 0.022
C -3.886382 -4.858208 -4.131327 0.0 0.0 0.0 -0.079
H 7.421321 -1.392641 0.377515 0.0 0.0 0.0 0.101
H 2.629223 2.395521 -0.550309 -0.1 0.0 -0.1 0.132
H -2.801814 -5.804749 -5.727309 0.0 0.0 0.0 0.100
C 2.570331 4.926814 -3.047051 -0.1 -0.1 0.0 -0.163
H -2.708359 -5.775259 0.160875 0.0 0.0 0.0 0.128
O 2.831777 -0.264447 -1.597819 1.3 0.6 -0.3 -0.261
H 2.066888 0.083709 5.483469 0.0 0.0 0.0 0.114
C 1.064392 3.745770 -0.906101 -0.1 0.1 0.0 -0.149
C 0.102609 5.625766 1.719910 0.0 0.0 0.0 -0.023
C 0.330562 2.354503 -3.556427 0.0 -0.1 0.0 -0.205
C -4.624455 -6.714670 0.452495 0.0 0.0 0.0 -0.068
H 0.243068 5.200049 -5.376747 0.0 0.0 0.0 0.119
C -1.096454 1.360917 0.684662 -0.1 0.1 0.1 -0.430
H -7.600561 -5.099496 0.399297 0.0 0.0 0.0 0.104
C -0.356504 -1.085526 4.314006 0.1 0.0 -0.1 -0.018
H 1.117863 6.606608 -2.835577 0.0 -0.1 0.0 0.112
C -1.416835 -4.046913 -3.182456 0.0 -0.1 0.0 -0.108
H 3.427286 -3.421867 3.444467 0.0 0.0 0.0 0.127
C -5.997873 -6.523960 0.522524 0.0 0.0 0.0 -0.083
H 1.950066 -4.646731 -1.205567 0.1 -0.1 0.0 0.134
C 2.630460 -0.843254 5.482889 0.0 0.0 0.0 -0.046
C 2.636035 -1.645878 4.342663 0.0 0.0 0.0 -0.179
O 1.777906 -2.918068 -2.252480 0.3 -0.9 0.1 -0.260
H -1.283415 8.669874 2.261247 0.0 0.0 0.0 0.104
H -6.655159 -7.367811 0.693982 0.0 0.0 0.0 0.103
C 3.680515 -1.233798 1.385205 -0.1 0.1 0.0 -0.164
C 0.080617 3.001199 -0.090003 -0.1 0.0 -0.2 -0.157
C -1.003951 4.953551 1.203899 0.0 0.0 0.0 -0.194
C 3.417623 0.553480 -2.401186 -0.1 0.0 0.2 -0.579
H 4.323633 0.162953 2.885267 0.0 0.0 0.0 0.115
C -2.526189 -2.944010 -1.195089 -0.1 0.1 -0.2 -0.153
N 0.512593 -1.043852 3.142899 -0.1 0.0 0.1 -0.048
C 0.792515 3.481427 -4.234005 0.1 0.0 0.1 -0.131
H -3.067989 5.136238 0.631404 0.0 0.0 0.0 0.121
```
Forces are in eV/Å.

Summary:
spin multiplicity	1
relative energy (zero: lowest compared OMol25 entry of this formula, charge and spin)	3.029	eV
E	-160748.525	eV